Entry from OMol25: 2 unconnected molecules or ions with the total composition C2H3ClO2 at a distorted geometry (ωB97M-V with the def2-TZVPD basis set).

XYZ file:
```
8
Properties=species:S:1:pos:R:3:forces:R:3:nbo_charge:R:1
O 1.30137 1.08704 0.30681 1.4246 -1.6538 -0.2517 -0.420
H 1.56335 1.03318 -0.65056 -0.2615 0.2005 1.0204 0.471
O 1.53141 -0.25129 0.72755 -0.6371 1.1899 -0.7106 -0.353
Cl -0.54416 -2.58893 0.33854 0.0493 -1.1133 -0.1183 0.231
H -0.25785 0.79143 0.32296 -0.2880 0.3274 0.0142 0.296
C -1.07564 0.19752 -0.12710 -0.0211 -1.9857 -1.4405 -0.488
C -0.77982 -1.09738 -0.16127 -0.2159 4.0774 0.9777 0.025
H -1.73866 0.82844 -0.75692 -0.0503 -1.0425 0.5087 0.239
```
Forces are in eV/Å.

Calculated values
- gap between HOMO and LUMO (alpha / beta) (eV) = 6.50 / 9.65
- relative energy (zero: lowest compared OMol25 entry of this formula, charge and spin) (kJ/mol) = 792.08
- HOMO level (alpha / beta) (eV) = -7.73 / -9.93

***

Entry from OMol25: 2 unconnected molecules or ions with the total composition C3H3Cl2O2 at a distorted geometry (ωB97M-V with the def2-TZVPD basis set).

XYZ file:
```
10
Properties=species:S:1:pos:R:3:forces:R:3:nbo_charge:R:1
H 0.62311 0.53806 1.15959 -0.8872 0.8768 1.1095 0.222
O 2.52012 -0.19322 0.49913 2.3798 -0.2907 1.9406 -0.482
Cl -2.88320 1.50940 0.20543 0.9644 0.5943 0.4495 -0.174
C 1.04818 -0.12143 0.48194 -1.2566 -4.3513 -1.0016 -0.203
O 2.27431 0.52845 -1.64770 -0.3059 0.4181 -0.3315 -0.565
C 1.92062 0.23828 -0.54997 0.8026 0.8913 -2.5902 0.756
H -1.51584 0.64721 -1.44300 1.4171 0.9438 0.3290 0.175
Cl -2.01072 -1.18467 -0.36906 0.1199 -2.8789 0.6143 -0.581
C -1.41191 0.58986 -0.34814 -2.8354 1.4015 -1.5024 -0.392
H 0.71380 -1.22440 0.29038 -0.3987 2.3951 0.9826 0.245
```
Forces are in eV/Å.

Calculated values
- 2S+1 = 3
- gap between HOMO and LUMO (alpha / beta) (eV) = 3.00 / 8.45
- ⟨S²⟩ = 2.01
- relative energy (zero: lowest compared OMol25 entry of this formula, charge and spin) (kJ/mol) = 232.88
- HOMO level (alpha / beta) (eV) = 0.32 / -6.22
- total charge = -1

***

Entry from OMol25: a molecular structure, C28H37As2N4O11PdS2 at a distorted geometry (ωB97M-V with the def2-TZVPD basis set).

XYZ file:
```
85
Properties=species:S:1:pos:R:3:forces:R:3:mulliken_charge:R:1
O -1.55823 3.59448 -1.66014 0.3930 -0.2988 -0.3041 -0.722
C 2.80538 5.73186 0.19538 0.3675 -0.9342 0.5640 1.339
C -6.02962 -4.11209 -2.21623 0.4464 1.0618 0.3040 -0.727
C 2.78103 0.76312 2.16928 0.0299 -0.1188 -2.5529 -0.880
O 4.82466 0.47691 -0.98399 -0.4705 -0.4567 0.0887 -0.584
C -1.80506 -2.94631 4.54964 -0.2536 -0.8007 0.3245 -0.574
O -0.83647 -0.05961 2.69522 -0.9133 -2.5929 -0.7389 -0.592
As -3.92690 -1.37162 1.73076 -0.5829 -0.4027 -1.6132 0.204
Pd -0.45895 0.52016 0.65862 0.3296 1.8121 0.5577 0.668
C 0.92918 1.54638 -1.83906 1.6742 -1.8233 -1.2863 -0.041
O -1.32831 -1.63414 4.13983 -0.3316 -0.2028 -0.8915 -0.316
H -5.91692 -5.00143 -1.60654 0.5000 -0.1612 -0.0363 0.283
C 1.11640 4.28097 1.13837 0.8361 -0.2434 -0.5629 -0.649
H -5.79156 -3.05967 1.92195 0.6304 0.0057 -0.3025 0.392
O 0.03703 -4.48560 0.31734 -1.1933 0.2121 0.6270 -0.277
H 7.52577 1.43190 0.12505 0.0923 0.4451 -0.7599 0.330
C -2.04641 -1.95589 1.79178 -1.3619 1.5455 3.8854 -0.362
H 1.26025 -6.05061 0.01804 0.5524 -0.1514 -0.1698 0.262
H -3.44006 2.20155 -0.55591 -1.0362 -0.1509 -0.8389 0.118
C 0.44672 4.35320 -0.06809 -0.4338 0.1140 -3.0672 -0.491
H 3.02167 4.74936 2.12730 -0.8443 0.2075 -0.4867 0.212
H -1.15896 -1.87183 -3.00302 0.9525 -0.1438 0.2465 0.550
H 7.59976 -0.00838 1.06510 0.5570 -0.5076 0.2487 0.338
C -3.12783 -0.80577 -1.09757 0.3345 1.5380 0.6287 0.308
As -1.28774 -1.24414 -0.57784 0.3271 -1.6652 -0.2468 1.802
H 1.73991 0.56065 2.46663 0.3517 0.0301 0.0383 0.087
H -1.01675 -3.41799 5.12723 0.2438 0.3681 0.1702 0.320
C -4.68688 -3.12809 1.94794 -1.3381 0.5172 1.7867 -1.277
H -5.16849 2.19771 -1.18371 -0.1896 -0.2378 0.1796 0.382
H 2.46033 6.44467 -1.89005 -0.1636 -0.8722 1.4678 0.183
O -1.47164 2.78614 0.65674 -0.7514 -0.9651 1.1050 -0.983
O -3.80307 1.31100 -2.41748 0.7403 -1.8734 -1.0356 -0.372
C 2.37296 0.83700 -4.03289 0.5441 -1.5756 0.3303 -0.723
N 4.05506 6.25294 0.29395 0.7147 0.6227 0.4069 -0.504
H 3.41319 0.82923 3.03196 0.2234 0.2568 0.4104 0.494
H 0.04741 -2.89239 -1.89593 -0.0523 0.4816 -0.5752 0.374
H 0.67732 -5.99131 1.74138 -0.4080 0.3263 -1.2560 0.282
C 2.33374 4.91252 1.27085 0.5699 0.7767 -0.5178 -0.768
H 2.79238 1.67249 1.51967 -0.0438 -0.1545 1.0810 0.117
H 3.20427 -1.29685 1.64723 0.3962 -0.8858 0.3657 0.492
O -4.92864 -3.14513 -1.90933 -0.4701 1.5819 1.6709 -0.288
H -4.29214 -3.80718 1.24082 0.3456 -0.8395 -0.5291 0.406
C 2.21214 -0.04529 -2.91034 -1.3302 0.1950 -0.9163 -0.257
C -1.19993 -4.15356 0.81144 1.2395 -1.3842 0.6699 -0.038
H 5.28055 1.97664 1.05920 0.3172 -0.3695 -0.1046 0.159
N 0.15605 1.80019 -0.75157 -0.9543 -0.5515 0.4175 0.115
O -1.89360 -4.98211 1.36389 -0.1677 0.8219 -0.2629 -0.562
N 1.06702 2.45246 -2.80678 -0.5067 -0.9752 0.6937 -0.325
C 0.96564 5.09149 -1.19348 -1.7939 -0.7987 0.5627 -0.466
H -4.45299 -3.39869 2.98491 0.1076 -0.3477 -0.3006 0.356
C 5.78236 1.03355 1.34656 -1.0341 0.0877 -0.4022 -0.170
C 1.73478 2.03733 -3.89067 0.5459 1.2902 -0.6903 -0.356
N 1.49965 0.26740 -1.82556 -0.5972 1.7352 -0.9663 0.057
C 7.28568 1.01684 1.07437 -1.1625 -0.0621 0.6482 -1.269
H 1.76525 2.78262 -4.70087 0.0220 -0.4066 0.3363 0.434
C -3.12786 0.14797 -2.34917 -0.4896 -0.7653 -0.5581 0.223
H 0.40817 5.05010 -2.18020 0.8778 0.1186 1.4691 0.317
O -2.50599 -0.20231 -3.32254 -0.0254 0.0834 0.4550 -0.510
C -5.19235 -2.14942 -0.92679 -1.7834 -1.2160 0.5492 0.285
H -1.98663 -3.65724 3.74034 -0.1565 0.5128 -0.3856 0.221
H -6.97570 -3.68120 -1.89329 -0.0243 0.2037 -0.5152 0.354
C 0.41509 -5.87279 0.64804 -0.3855 0.4495 0.5191 -0.715
C -4.04080 -1.42123 -0.32249 1.0344 -0.2244 -1.6478 0.390
H 0.80409 3.58906 1.87846 -0.4635 -0.3766 0.7105 0.766
C 2.10209 5.81796 -1.00895 0.2825 1.2201 -1.6273 -0.721
C 3.24935 -0.34866 1.15944 -1.0346 1.0140 0.1421 0.384
H 2.36876 -1.12612 -3.00011 0.8881 0.4795 0.0898 0.441
H 2.45777 -0.40531 0.37062 1.0036 0.1326 0.0944 -0.517
H 4.51299 6.19594 1.19827 -0.1341 0.2261 -0.4843 0.207
C -1.34595 -1.20574 2.88341 0.7991 1.4026 0.7452 0.210
S 4.92377 -0.24583 0.32401 -0.0021 0.9444 0.1120 0.287
S -0.77644 3.14854 -0.55636 1.7180 1.7500 1.0092 1.823
C -1.51585 -2.71975 0.83065 1.4769 0.1478 -3.3136 0.643
H 5.50723 0.87969 2.37933 0.3109 -0.2997 0.4765 0.335
H -5.94666 -4.33250 -3.29611 -0.1587 0.2513 0.7384 0.235
C -0.93468 -2.44476 -2.09044 0.5996 0.8260 -0.3201 -1.396
H -3.93981 3.26507 -1.85907 -0.0146 -0.4681 -0.2349 0.249
H -1.64398 -3.24360 -2.12158 -0.8146 -0.4360 0.6361 0.517
H -0.40583 -6.53206 0.36767 0.1554 -0.0053 0.1973 0.331
H 2.93721 0.54480 -4.97691 -0.9494 0.4096 1.5526 0.339
H -2.70021 -2.90258 5.20669 0.5520 0.5485 -0.6215 0.295
H 4.39749 6.96436 -0.34762 -0.3013 -0.4504 0.3270 0.215
O -6.25086 -2.00660 -0.35212 0.0014 -0.5082 -1.0461 -0.571
C -4.12300 2.26196 -1.45735 0.6558 0.9858 2.4709 -0.518
H 7.76218 1.58520 1.86281 0.3823 -0.0352 0.0586 0.385
```
Forces are in eV/Å.

Calculated values
- 2S+1 = 3
- gap between HOMO and LUMO (alpha / beta) (eV) = 5.28 / 4.92
- ⟨S²⟩ = 2.03
- HOMO level (alpha / beta) (eV) = -10.16 / -10.17
- total charge = +1

***

Entry from OMol25: a molecular structure, C30H54AsFeN4OPSi3 (ωB97M-V with the def2-TZVPD basis set).

XYZ file:
```
95
Properties=species:S:1:pos:R:3:forces:R:3:mulliken_charge:R:1
H 2.75520 -1.14594 -2.94714 -0.0129 0.0708 -0.0204 0.290
C 3.39582 1.37452 -1.84083 0.0449 0.0089 -0.0462 -0.912
H -6.72040 1.01630 -2.24403 0.0209 0.0009 0.0079 0.455
C -0.88426 -2.37048 -1.77165 0.0267 -0.0123 -0.0104 -0.064
H -5.98191 2.12584 -0.11739 0.0061 -0.0100 -0.0095 0.513
O -1.07590 1.65076 1.21861 -0.0488 0.1159 0.0793 -0.149
H -3.69670 1.97332 2.88431 0.0398 -0.0365 0.0019 0.361
H 5.18154 2.06750 1.01034 -0.0080 -0.0248 -0.0341 0.413
C 3.42912 -1.89392 3.15956 0.0146 -0.0329 0.0591 -1.231
C -0.29020 3.76740 -2.94090 -0.0032 0.0137 0.0108 -0.854
H 0.79678 -0.75525 -2.72155 0.1209 -0.0078 0.0408 -1.658
Fe -0.91501 0.24042 -0.26278 -0.4664 0.1009 -0.1213 1.414
Si 1.74680 -1.30301 2.61381 0.0196 0.0443 -0.0736 0.221
H 0.06261 3.79112 -5.06084 0.0025 -0.0165 0.0189 0.479
H 0.23459 0.50225 3.35766 0.0270 -0.0158 0.0132 -0.404
H 5.15144 -1.55001 -0.37892 -0.0253 -0.0371 -0.0123 0.287
H 5.04012 -3.27973 -0.66795 -0.0056 0.0180 0.0391 0.415
H 3.43741 -1.87881 4.25466 0.0014 -0.0063 -0.0366 0.410
C 1.20644 0.12698 3.68462 -0.0437 -0.0038 0.0641 -0.467
H 0.03242 4.33764 3.13154 -0.0024 -0.0158 0.0150 0.490
C -1.69134 -2.69146 -0.53980 -0.0090 0.0726 0.0312 0.667
Si 2.81814 -2.35163 -0.70750 0.0508 0.1062 0.0418 0.450
C -0.07590 3.18096 -4.17761 -0.0025 0.0145 -0.0293 -0.840
H 4.09534 0.61186 -2.18968 -0.0338 0.0148 -0.0002 0.315
H 0.87692 -3.80792 0.00881 0.0302 -0.0225 -0.0114 0.044
H -2.42239 1.04550 3.70744 0.0260 0.0240 0.0231 0.301
H 1.92524 0.94923 3.68162 -0.0086 -0.0282 -0.0193 0.305
H -2.67006 -1.00561 2.07933 0.0127 -0.0187 -0.0251 0.139
C -3.16317 -3.07163 1.72773 -0.0212 0.0052 -0.0060 -0.614
N -1.18765 -1.00148 -2.20415 -0.0352 -0.0082 -0.0192 0.930
C -4.79624 0.12122 -2.55735 -0.0271 0.0018 -0.0120 -1.160
H -0.26314 -0.85649 -4.12217 -0.0105 -0.0096 -0.0285 0.592
C -2.56676 -1.86270 1.42190 -0.0353 -0.0019 -0.0563 -0.799
C -0.05602 1.79726 -4.26907 0.0058 -0.0073 -0.0404 -0.735
H -3.01238 3.96464 0.87401 -0.0435 -0.0556 -0.0294 0.356
C -0.23383 1.04843 -3.11964 0.0150 -0.0606 0.0673 0.593
C -2.72431 2.03973 3.37422 -0.0680 -0.0081 0.0057 -1.276
H -1.06624 -3.10902 -2.55912 -0.0353 0.0008 -0.0187 0.643
H 3.96865 -2.38869 -2.86341 -0.0347 -0.0714 0.0225 0.471
H 2.47307 1.28667 -2.41892 -0.0147 0.0183 0.0149 0.132
H -1.37901 4.65748 0.90895 0.0010 0.0057 0.0218 0.426
C -2.25468 -3.93438 -0.30843 0.0089 -0.0389 -0.0014 -0.623
C -5.30339 1.51657 -0.69822 -0.0391 0.0131 -0.0228 -1.235
H -2.11963 -4.73167 -1.02800 -0.0087 0.0054 0.0138 0.555
H 2.29069 -2.84922 -3.11054 -0.0271 0.0760 0.0048 0.430
H 4.26671 -1.29057 2.81633 0.0000 0.0303 -0.0068 0.342
H 2.61692 3.07018 1.62084 -0.0261 -0.0107 -0.0045 0.495
H 4.70527 -2.64019 0.94043 -0.0098 0.0271 -0.0034 0.289
C 1.92485 -3.94356 -0.26422 0.0049 -0.0847 0.0187 -1.049
H -0.32447 4.84218 -2.82622 0.0010 -0.0271 -0.0012 0.550
H -3.74503 -3.17781 2.63258 0.0074 -0.0019 -0.0140 0.524
H 0.88449 -3.62718 2.37333 0.0049 -0.0082 -0.0147 0.314
H 2.61411 3.66966 -0.03417 -0.0156 -0.0088 0.0348 0.527
C -4.00319 1.33393 -0.28191 0.1036 0.0163 0.0522 -0.397
C 4.58404 -2.44594 -0.12228 0.0586 0.0097 0.0124 -1.146
H -2.46706 -0.57326 -3.82600 0.0063 0.0238 -0.0038 0.744
H 0.09653 1.30189 -5.21933 -0.0024 0.0111 0.0143 0.579
N -1.83556 -1.67660 0.32060 -0.0125 -0.0550 0.1477 0.911
C -0.47018 2.94414 -1.84391 0.0392 -0.0125 -0.0521 -0.497
C -2.15307 4.17339 1.50648 0.0239 0.0636 0.0459 -1.299
As 1.58943 -0.55189 0.34280 0.4462 -0.2696 -0.0430 0.720
C -2.53816 -0.91135 -2.78912 0.0082 0.0143 -0.0022 -2.103
C 4.72685 1.07646 0.91378 0.0969 0.0359 -0.0557 -1.180
C 0.53955 -2.70793 2.84607 -0.1052 0.0018 -0.0090 -0.611
N -3.10326 0.59370 -0.94224 -0.0995 0.0208 0.0195 0.517
H 4.60528 0.68161 1.92152 -0.0274 0.0055 0.0304 0.250
H 1.20783 2.78336 0.58354 -0.0406 0.0181 -0.0323 -0.504
C -2.99489 -4.13020 0.84800 -0.0076 -0.0201 0.0080 -0.842
H -3.44601 -5.09254 1.05258 0.0099 0.0191 -0.0052 0.494
H -0.45718 -2.48045 2.46332 0.1400 -0.0320 0.0667 -0.162
N -0.43130 1.61260 -1.92266 -0.0115 0.1818 0.0425 1.093
Si 3.11019 1.26208 0.00284 -0.0314 -0.0551 0.0908 0.201
H -0.30630 3.07528 4.32965 0.0045 -0.0086 -0.0038 0.512
H 1.10869 -0.22714 4.71569 0.0109 0.0483 -0.0264 0.533
H -0.65481 3.35692 -0.86108 0.0185 -0.0242 0.0153 0.010
C -5.71000 0.89888 -1.87481 0.0194 -0.0114 0.0032 -0.493
H -2.45226 4.86541 2.29742 -0.0006 -0.0188 -0.0322 0.460
C -3.50617 -0.01315 -2.05535 0.0758 -0.0289 -0.0033 0.905
P -1.47800 2.68949 2.25677 0.0015 -0.0690 -0.0867 1.149
H -2.82022 2.68458 4.24887 -0.0130 0.0151 -0.0356 0.491
H 3.60166 -2.92743 2.85588 0.0110 0.0058 -0.0195 0.350
H 3.83406 2.35091 -2.06964 0.0137 -0.0462 0.0040 0.474
H 2.42262 -4.42126 0.58345 -0.0279 0.0144 -0.0050 0.371
C -0.17371 -0.45550 -3.10778 0.0201 -0.0063 -0.0789 0.137
H -2.97932 -1.91051 -2.83445 -0.0082 -0.0032 0.0055 0.699
H 1.97091 -4.64744 -1.10054 0.0145 0.0269 0.0333 0.460
H 0.44934 -2.90628 3.91888 0.0075 -0.0059 -0.0268 0.509
C -0.11041 3.26649 3.27541 0.0675 0.0216 -0.0017 -0.789
H 0.17645 -2.41333 -1.52130 -0.0231 0.0015 -0.0173 -1.487
H 0.80187 2.75142 2.99221 -0.0058 0.0102 -0.0232 -0.347
H -3.64803 1.78859 0.63193 -0.0052 0.0091 -0.0183 0.141
H -5.07092 -0.39024 -3.47206 -0.0065 0.0197 0.0247 0.558
C 2.29530 2.83932 0.60264 -0.0453 0.0281 0.0223 -0.481
H 5.43813 0.44518 0.38086 -0.0198 -0.0066 0.0575 0.377
C 2.94061 -2.15045 -2.57718 -0.0747 -0.0466 -0.0357 -1.373
```
Forces are in eV/Å.

Calculated values
- 2S+1 = 5
- gap between HOMO and LUMO (alpha / beta) (eV) = 8.58 / 8.90
- ⟨S²⟩ = 6.01
- HOMO level (alpha / beta) (eV) = -13.10 / -13.54
- total charge = +2

***

no.,calculated total energy (eV)
1,-18731.8413
2,-32293.9547
3,-204930.7025
4,-168137.2085